{"formula": "C24H26O12", "method": "ωB97M-V/def2-TZVPD", "elements": ["O", "O", "O", "O", "O", "O", "O", "O", "O", "O", "O", "O", "C", "C", "C", "C", "C", "C", "C", "C", "C", "C", "C", "C", "C", "C", "C", "C", "C", "C", "C", "C", "C", "C", "C", "C", "H", "H", "H", "H", "H", "H", "H", "H", "H", "H", "H", "H", "H", "H", "H", "H", "H", "H", "H", "H", "H", "H", "H", "H", "H", "H"], "positions_angstrom": [[5.202244, -0.302643, 1.358492], [-2.809288, -2.930007, 0.785468], [3.633235, 2.139802, -0.999029], [-2.566875, -1.663901, -1.898094], [-4.383385, 0.835968, 1.527283], [-1.087226, -4.297685, 0.319550], [-5.167597, 0.932548, -0.574886], [2.228386, 1.414210, 1.803683], [1.599596, 1.195557, -1.172645], [-2.360711, 0.513325, -1.405717], [0.516081, 2.806623, 2.209671], [5.334944, -0.078911, -0.871410], [0.138959, 0.488300, 1.620232], [-1.494867, -3.221478, 0.647541], [-1.233199, 0.289999, 1.604379], [-4.473237, 0.397351, 0.412859], [-3.018945, -1.560667, 1.094875], [3.187758, 0.001422, 0.061156], [1.055953, -0.520675, 1.322839], [0.916517, 1.717700, 1.917678], [-1.642132, -0.986170, 1.268007], [-0.193376, -1.648367, -2.483854], [0.646112, -1.797431, 0.993865], [1.085127, 2.297364, -1.941695], [-3.798160, -0.889043, -0.057380], [2.431858, 0.062956, 1.405221], [-2.830865, -0.573202, -1.199103], [4.696275, -0.133459, 0.283201], [-0.726048, -1.996531, 0.973228], [6.766136, -0.152108, -0.834177], [-4.759821, 3.331778, -0.518053], [7.245306, -1.595315, -0.789299], [-5.772303, 2.212032, -0.335471], [-0.104048, 2.931397, -1.241302], [2.863039, 1.256475, -0.764045], [-1.629309, -1.547876, -2.976075], [-3.983718, 3.263759, 0.239749], [-3.620340, -1.491179, 2.009868], [1.330583, -2.599290, 0.767590], [-1.925887, 1.080683, 1.840128], [-6.578105, 2.279809, -1.068375], [0.046364, -0.808058, -1.835359], [7.093769, 0.347778, -1.747083], [0.478460, -1.635807, -3.337577], [-0.475575, 3.750189, -1.850930], [1.892834, 3.020552, -2.087139], [8.330379, -1.617497, -0.826584], [-0.898160, 2.201838, -1.109912], [0.184934, 3.323379, -0.269854], [-4.295666, 3.258696, -1.498113], [-0.052573, -2.577506, -1.936363], [-4.550135, -1.593769, -0.422861], [7.123423, 0.396425, 0.042157], [-1.873978, -2.375026, -3.644416], [2.848783, -0.868512, -0.509488], [6.850150, -2.151435, -1.635989], [-5.258767, 4.292014, -0.427293], [6.916272, -2.069475, 0.132034], [0.787702, 1.879246, -2.907889], [3.062026, -0.415975, 2.168558], [-1.796221, -0.591502, -3.481812], [-6.183681, 2.224253, 0.678574]], "forces_ev_per_angstrom": [[0.181, -0.005, 0.162], [-0.253, -0.337, -0.111], [0.059, 0.149, 0.084], [-0.135, -0.441, 0.097], [0.022, 0.139, 0.231], [-0.132, 0.098, 0.030], [-0.118, -0.124, -0.298], [0.384, 0.323, 0.033], [-0.414, -0.223, 0.094], [0.047, 0.105, -0.053], [0.135, -0.109, -0.009], [-0.037, -0.117, -0.317], [0.211, -0.511, -0.093], [0.546, -0.213, -0.062], [0.288, 0.122, 0.071], [0.294, -0.509, -0.178], [-0.372, 0.597, 0.210], [0.183, 0.440, 0.157], [-0.410, 0.277, 0.135], [-0.686, 0.215, 0.114], [0.352, -0.460, 0.073], [-0.428, 0.049, 0.052], [-0.184, 0.032, 0.042], [-0.121, 0.578, -0.278], [0.180, 0.033, -0.041], [0.299, -0.644, -0.122], [-0.460, 0.153, 0.176], [-0.532, 0.072, -0.032], [-0.262, 0.493, 0.175], [0.477, -0.146, 0.143], [-0.103, -0.394, 0.017], [-0.280, 0.303, 0.017], [-0.113, 0.500, 0.201], [0.298, -0.344, 0.015], [0.421, -0.373, 0.047], [0.470, 0.183, -0.386], [0.064, 0.045, 0.057], [0.142, -0.044, -0.195], [0.096, -0.144, -0.058], [-0.082, 0.126, 0.016], [0.080, -0.048, 0.124], [0.061, 0.050, 0.032], [-0.057, -0.014, 0.134], [0.105, 0.000, -0.096], [-0.062, 0.109, -0.080], [-0.160, -0.177, -0.048], [0.134, -0.033, -0.011], [-0.072, 0.016, 0.018], [0.029, 0.100, 0.066], [0.034, 0.046, -0.095], [0.067, -0.107, 0.022], [0.016, 0.095, 0.064], [-0.056, -0.005, -0.180], [-0.024, 0.132, 0.073], [0.046, 0.034, 0.058], [0.013, -0.066, -0.083], [-0.043, 0.124, 0.011], [0.020, -0.054, 0.057], [0.091, 0.028, 0.096], [-0.207, 0.099, -0.198], [-0.027, -0.192, 0.018], [-0.018, -0.030, -0.197]], "relative_energy_kj_mol": 0.00, "orbital_gap_ev": 9.54, "mol_weight_g_mol": 506.460, "charge": 0, "e_lumo_ev": -0.5}